Density functional theory data (wB97M-V/def2-TZVPD) for a structure of composition C30H53AuN3O4SbSi4Te.

Each line ends with the Löwdin charge.
Geometry (Å):
Au -1.114 0.874 -1.285  0.847
N -3.624 -2.202 -2.111  -0.001
C -4.900 -1.679 -1.624  -0.263
C -5.067 -0.191 -1.981  -0.096
C -3.717 0.483 -2.001  -0.682
O -3.115 0.674 -3.055  -0.102
O -3.176 0.761 -0.848  -0.275
H -3.428 -1.899 -3.060  0.057
H -3.610 -3.212 -2.096  0.072
H -4.915 -1.795 -0.539  0.092
H -5.771 -2.217 -2.013  0.107
H -5.726 0.284 -1.254  0.117
H -5.501 -0.081 -2.974  0.117
C 0.166 2.230 4.470  -0.214
Si 0.652 1.248 2.941  0.356
C 2.210 0.293 3.331  -0.202
C 0.879 2.407 1.495  -0.192
Si -1.174 -0.198 2.616  0.163
Te -1.180 -1.338 0.361  0.902
Si -1.041 -2.073 4.021  0.300
C 0.425 -3.123 3.505  -0.217
C -2.621 -3.074 3.886  -0.221
C -0.797 -1.512 5.794  -0.211
Si -3.210 0.966 2.817  0.332
C -4.603 -0.032 2.077  -0.208
C -3.528 1.208 4.651  -0.210
C -3.079 2.625 1.969  -0.205
H 1.050 2.749 4.855  0.036
H -0.218 1.596 5.272  0.017
H -0.591 2.985 4.243  0.022
H 3.033 1.002 3.468  0.028
H 2.475 -0.390 2.523  0.015
H 2.101 -0.275 4.259  0.022
H 1.733 3.066 1.681  0.041
H -0.005 3.028 1.339  0.027
H 1.075 1.851 0.574  -0.017
H 0.440 -3.312 2.429  0.006
H 0.387 -4.092 4.012  0.034
H 1.368 -2.639 3.768  0.022
H -2.882 -3.290 2.847  0.020
H -3.464 -2.545 4.339  0.025
H -2.504 -4.029 4.406  0.033
H 0.144 -0.970 5.916  0.022
H -0.764 -2.388 6.449  0.035
H -1.606 -0.865 6.139  0.019
H -4.676 -1.033 2.508  0.025
H -4.452 -0.118 1.000  -0.011
H -5.552 0.485 2.251  0.042
H -3.615 0.252 5.175  0.019
H -4.477 1.739 4.776  0.035
H -2.748 1.794 5.141  0.019
H -2.842 2.500 0.911  0.008
H -2.319 3.258 2.433  0.019
H -4.039 3.147 2.041  0.039
C -1.631 1.768 -5.776  -0.333
Sb -1.106 -0.211 -5.167  1.248
C 0.316 -0.484 -6.766  -0.365
C -2.748 -1.121 -6.226  -0.362
H -1.834 1.774 -6.848  0.002
H -0.802 2.437 -5.548  -0.012
H -2.516 2.095 -5.231  -0.008
H -0.154 -0.295 -7.732  -0.004
H 0.720 -1.497 -6.756  -0.014
H 1.137 0.221 -6.626  -0.010
H -2.770 -0.761 -7.256  -0.003
H -3.687 -0.855 -5.737  -0.013
H -2.651 -2.208 -6.231  -0.011
O 0.963 1.883 -3.713  0.011
C 1.519 1.352 -2.776  -0.556
N 2.847 1.056 -2.679  0.154
C 3.198 0.393 -1.443  -0.260
C 1.788 0.239 -0.831  -0.478
O 1.567 -0.358 0.220  -0.124
N 0.900 0.920 -1.587  -0.006
C 3.985 1.283 -0.476  -0.138
C 4.113 2.647 -0.694  -0.021
C 4.781 3.444 0.228  -0.078
C 5.316 2.883 1.377  -0.087
C 5.184 1.517 1.599  -0.082
C 4.526 0.721 0.678  -0.026
C 3.930 -0.920 -1.707  -0.141
C 5.070 -0.866 -2.507  -0.029
C 5.795 -2.010 -2.792  -0.075
C 5.392 -3.233 -2.271  -0.088
C 4.267 -3.294 -1.466  -0.071
C 3.538 -2.144 -1.181  -0.018
H 3.479 1.290 -3.423  0.155
H 3.679 3.097 -1.578  0.115
H 4.878 4.507 0.047  0.104
H 5.835 3.504 2.095  0.102
H 5.599 1.071 2.494  0.107
H 4.431 -0.344 0.852  0.121
H 5.412 0.085 -2.903  0.118
H 6.676 -1.945 -3.417  0.104
H 5.955 -4.131 -2.492  0.102
H 3.946 -4.242 -1.054  0.104
H 2.665 -2.201 -0.548  0.103

* molecular weight: 1078.44 g mol⁻¹
* 2S+1: 3
* max |F|: 0.0107 Eh/bohr
* HOMO-LUMO gap (alpha / beta): 7.787 / 5.501 eV
* electronic energy: -3442.23469 a.u.